# 1
# C30H72Br2ClN2O9

A cluster of 9 separate species, C30H72Br2ClN2O9 in total (the ωB97M-V functional and the def2-TZVPD basis, the Open Molecules 2025 dataset).

**F_max**: 0.48 eV Å⁻¹
**Energy above the lowest of the compared OMol25 structures with the same formula, charge and spin**: 0.00 kJ/mol

```
! RIJCOSX wB97M-V def2-TZVPD def2/J DEFGRID3
* xyz 1 1
C 2.07 0.20 0.68
C 0.77 0.75 0.13
Br 0.90 2.70 -0.05
C -0.51 0.39 0.88
Br -0.31 0.37 2.81
C -1.08 -0.93 0.34
C -1.00 -2.14 1.20
N -1.90 -3.00 0.88
C -2.08 -4.31 1.53
C -2.03 -5.48 0.55
C -1.67 -6.78 1.25
Cl -2.78 -7.09 2.61
C -2.71 -2.48 -0.28
C -4.06 -3.13 -0.52
C -4.91 -3.46 0.70
O -5.70 -4.35 0.71
C -2.57 -0.96 -0.07
C -3.49 -0.34 0.99
C -4.94 -0.13 0.51
N -5.49 1.08 1.11
H 1.97 -0.87 0.90
H 2.86 0.32 -0.06
H 2.36 0.72 1.60
H 0.64 0.41 -0.89
H -1.25 1.17 0.72
H -0.49 -1.22 -0.56
H -0.29 -2.35 1.98
H -3.02 -4.28 2.08
H -1.28 -4.39 2.28
H -2.99 -5.61 0.06
H -1.27 -5.28 -0.21
H -0.66 -6.77 1.65
H -1.77 -7.62 0.56
H -2.09 -2.70 -1.16
H -3.96 -4.05 -1.09
H -4.65 -2.45 -1.14
H -4.75 -2.84 1.61
H -2.73 -0.41 -1.00
H -3.46 -0.91 1.93
H -3.13 0.66 1.23
H -4.95 0.01 -0.57
H -5.54 -1.02 0.74
H -5.88 0.92 2.03
H -6.24 1.45 0.54
C -2.20 4.94 4.08
C -2.84 3.66 4.57
O -2.90 2.66 3.55
H -2.74 5.33 3.21
H -2.20 5.70 4.86
H -1.16 4.76 3.77
H -3.88 3.85 4.86
H -2.31 3.29 5.45
H -2.00 2.46 3.28
C 2.43 -2.37 -2.70
C 0.96 -2.03 -2.87
O 0.69 -0.66 -2.59
H 2.75 -2.14 -1.68
H 2.62 -3.42 -2.90
H 3.04 -1.77 -3.38
H 0.35 -2.61 -2.17
H 0.62 -2.28 -3.88
H 1.25 -0.10 -3.16
C 4.87 1.92 -3.03
C 3.57 2.05 -3.78
O 2.46 1.53 -3.03
H 5.07 0.87 -2.81
H 5.69 2.33 -3.62
H 4.84 2.47 -2.09
H 3.59 1.48 -4.71
H 3.37 3.10 -4.04
H 2.42 2.05 -2.21
C 6.97 6.76 -3.76
C 6.13 5.50 -3.77
O 6.82 4.39 -4.34
H 7.29 7.02 -4.77
H 6.40 7.60 -3.35
H 7.86 6.63 -3.14
H 5.24 5.64 -4.40
H 5.79 5.26 -2.76
H 7.61 4.23 -3.81
C -6.02 -7.56 -0.32
C -6.68 -8.89 0.00
O -5.95 -10.01 -0.47
H -5.86 -7.48 -1.40
H -6.62 -6.72 0.02
H -5.04 -7.50 0.17
H -7.65 -8.95 -0.50
H -6.86 -8.97 1.08
H -5.09 -10.02 -0.02
C -0.03 4.25 7.82
C -1.05 5.37 7.82
O -2.39 4.90 7.76
H -0.15 3.62 6.94
H 0.99 4.65 7.83
H -0.15 3.62 8.71
H -0.92 5.99 6.93
H -0.91 6.02 8.69
H -2.55 4.37 8.54
C 3.70 -2.62 -7.13
C 3.09 -1.48 -6.34
O 4.06 -0.74 -5.60
H 4.26 -3.29 -6.48
H 2.92 -3.19 -7.64
H 4.38 -2.23 -7.90
H 2.41 -1.87 -5.58
H 2.51 -0.82 -6.99
H 4.69 -0.36 -6.22
C 4.14 4.76 2.20
C 4.48 5.66 1.03
O 4.72 4.93 -0.17
H 4.96 4.05 2.37
H 3.97 5.33 3.11
H 3.24 4.18 1.98
H 5.39 6.22 1.22
H 3.67 6.39 0.87
H 3.91 4.44 -0.37
*
```

---

# 2
# C30H72Cl12O6

A cluster of 12 separate species, C30H72Cl12O6 in total in a non-equilibrium geometry (the ωB97M-V functional and the def2-TZVPD basis, the Open Molecules 2025 dataset).

**SMILES**: CCOCC.CCOCC.CCOCC.CCOCC.CCOCC.CCOCC.ClCCl.ClCCl.ClCCl.ClCCl.ClCCl.ClCCl
**F_max**: 1.91 eV Å⁻¹

```
! RIJCOSX wB97M-V def2-TZVPD def2/J DEFGRID3
* xyz 0 1
C 4.26 2.44 -2.96
Cl 2.68 2.03 -3.70
Cl 4.34 4.21 -2.76
H 4.30 1.99 -1.97
H 5.02 2.07 -3.64
C -4.06 -2.54 3.78
Cl -2.48 -3.30 3.43
Cl -4.67 -1.58 2.37
H -4.77 -3.33 3.95
H -3.98 -1.95 4.69
C -0.58 -0.47 -0.51
Cl 0.41 0.86 -1.31
Cl 0.03 -1.02 1.06
H -1.57 -0.07 -0.31
H -0.68 -1.27 -1.23
C 2.04 3.86 1.30
Cl 3.21 5.23 1.03
Cl 2.30 3.20 2.96
H 1.03 4.21 1.28
H 2.15 3.10 0.53
C 2.78 -1.90 -1.33
Cl 2.62 -1.75 -3.08
Cl 4.44 -2.05 -0.75
H 2.33 -1.01 -0.87
H 2.27 -2.82 -1.07
C -6.47 2.64 0.93
Cl -7.66 2.73 2.22
Cl -5.67 4.19 0.72
H -5.69 1.91 1.06
H -7.11 2.36 0.09
C 0.71 -5.15 -2.63
C 0.21 -5.19 -1.20
O 1.21 -4.58 -0.38
C 0.84 -4.67 0.99
C 1.97 -4.15 1.83
H -0.08 -5.51 -3.29
H 0.99 -4.14 -2.92
H 1.61 -5.75 -2.77
H -0.76 -4.67 -1.02
H 0.03 -6.24 -1.01
H -0.05 -4.01 1.10
H 0.52 -5.69 1.24
H 1.61 -4.06 2.85
H 2.26 -3.15 1.56
H 2.80 -4.84 1.74
C -2.03 4.85 2.05
C -2.12 4.70 0.56
O -0.77 4.87 0.04
C -0.88 5.16 -1.34
C 0.48 5.12 -1.95
H -1.27 4.24 2.56
H -1.83 5.89 2.35
H -2.99 4.56 2.48
H -2.53 3.73 0.28
H -2.82 5.43 0.16
H -1.55 4.45 -1.82
H -1.29 6.16 -1.46
H 0.99 4.18 -1.73
H 1.00 5.99 -1.63
H 0.37 5.14 -3.03
C -3.00 -3.25 -1.02
C -4.08 -2.20 -1.13
O -3.49 -0.93 -0.98
C -4.40 0.13 -1.24
C -3.62 1.41 -1.27
H -2.44 -3.09 -0.08
H -3.42 -4.27 -1.00
H -2.25 -3.14 -1.83
H -4.46 -2.29 -2.13
H -4.90 -2.39 -0.42
H -4.92 -0.14 -2.15
H -5.15 0.10 -0.43
H -4.27 2.27 -1.38
H -2.87 1.33 -2.06
H -3.10 1.59 -0.31
C -3.82 -0.94 -5.55
C -2.61 -0.41 -4.76
O -1.43 -0.81 -5.47
C -0.25 -0.26 -4.86
C 0.82 -0.50 -5.86
H -4.67 -0.65 -4.92
H -3.95 -0.47 -6.50
H -3.75 -2.04 -5.64
H -2.67 0.68 -4.75
H -2.58 -0.76 -3.71
H -0.32 0.84 -4.69
H -0.04 -0.72 -3.90
H 0.84 -1.53 -6.20
H 1.83 -0.23 -5.62
H 0.59 0.07 -6.76
C 5.07 1.29 0.61
C 5.42 0.54 1.84
O 6.75 0.06 1.71
C 7.10 -0.81 2.75
C 8.47 -1.34 2.49
H 5.41 0.72 -0.27
H 3.96 1.44 0.55
H 5.58 2.27 0.54
H 5.28 1.21 2.72
H 4.74 -0.30 1.96
H 6.94 -0.27 3.69
H 6.40 -1.66 2.79
H 8.81 -2.07 3.22
H 9.20 -0.53 2.44
H 8.49 -1.87 1.54
C 0.95 -1.53 5.74
C 0.32 -0.65 4.69
O -0.48 0.36 5.33
C -0.97 1.28 4.38
C -2.09 0.67 3.51
H 0.14 -2.06 6.27
H 1.68 -2.22 5.31
H 1.42 -0.93 6.49
H 1.15 -0.14 4.15
H -0.24 -1.16 3.92
H -1.31 2.16 4.96
H -0.13 1.60 3.74
H -1.77 -0.09 2.78
H -2.51 1.54 3.01
H -2.87 0.39 4.21
*
```

---

# 3
# C30H72FN19O36P

A cluster of 18 separate species, C30H72FN19O36P in total in a non-equilibrium geometry (the ωB97M-V functional and the def2-TZVPD basis, the Open Molecules 2025 dataset).

**F_max**: 3.01 eV Å⁻¹

```
! RIJCOSX wB97M-V def2-TZVPD def2/J DEFGRID3
* xyz 1 1
N 5.25 1.09 1.85
P 4.06 2.36 1.72
O 2.95 1.94 2.85
C 3.28 2.21 -0.02
C 2.94 3.58 -0.64
C 2.72 4.69 0.37
F 1.66 4.37 1.19
C 1.94 1.46 0.23
C 2.24 -0.04 0.08
C 1.07 -1.01 0.14
O -0.02 -0.67 -0.68
C -0.86 0.31 -0.16
C -1.39 1.19 -1.06
C -2.20 2.20 -0.62
C -2.48 2.33 0.71
C -1.98 1.44 1.62
C -1.18 0.45 1.17
C 3.15 -0.04 -1.15
N 3.92 1.27 -1.03
H 5.06 0.63 2.74
H 5.06 0.35 1.16
H 2.21 2.57 2.88
H 2.05 3.52 -1.26
H 3.76 3.89 -1.29
H 3.61 4.93 0.94
H 2.47 5.59 -0.20
H 1.34 1.68 -0.66
H 1.28 1.80 1.02
H 2.88 -0.33 0.92
H 1.43 -1.98 -0.21
H 0.82 -1.16 1.19
H -1.16 1.06 -2.10
H -2.58 2.91 -1.34
H -3.10 3.14 1.07
H -2.17 1.52 2.68
H -0.76 -0.23 1.91
H 3.93 -0.79 -0.99
H 2.71 -0.11 -2.14
H 4.93 1.19 -0.82
H 3.74 1.72 -1.92
C 8.17 -1.10 -0.30
N 6.79 -0.61 -0.54
O 6.62 0.29 -1.34
O 5.90 -1.14 0.09
H 8.85 -0.53 -0.93
H 8.39 -0.95 0.75
H 8.18 -2.15 -0.56
C -3.10 2.20 -5.63
N -2.97 2.34 -4.15
O -3.92 2.04 -3.47
O -1.91 2.75 -3.71
H -4.09 1.83 -5.86
H -2.94 3.18 -6.06
H -2.33 1.50 -5.96
C 1.01 2.03 5.66
N -0.43 1.70 5.88
O -0.99 2.18 6.84
O -0.94 0.97 5.05
H 1.34 2.69 6.45
H 1.56 1.10 5.67
H 1.07 2.51 4.69
C -7.41 1.90 -2.37
N -8.12 2.36 -3.59
O -7.46 2.57 -4.59
O -9.32 2.50 -3.51
H -6.35 1.82 -2.59
H -7.59 2.63 -1.59
H -7.82 0.93 -2.10
C 6.57 0.84 6.18
N 6.42 -0.40 5.36
O 7.42 -0.91 4.91
O 5.28 -0.81 5.19
H 7.62 1.08 6.24
H 6.01 1.63 5.69
H 6.17 0.62 7.17
C 8.57 -4.96 -3.64
N 8.35 -4.10 -2.44
O 9.27 -3.98 -1.65
O 7.27 -3.57 -2.32
H 9.57 -5.36 -3.60
H 7.83 -5.75 -3.61
H 8.43 -4.33 -4.52
C -4.12 2.22 7.85
N -4.57 2.90 9.10
O -3.78 2.97 10.02
O -5.70 3.33 9.12
H -3.10 1.89 7.98
H -4.78 1.38 7.68
H -4.19 2.95 7.05
C 7.38 -7.72 -7.23
N 7.39 -7.60 -5.75
O 6.40 -7.92 -5.14
O 8.41 -7.17 -5.24
H 6.42 -8.10 -7.54
H 7.55 -6.73 -7.64
H 8.18 -8.40 -7.51
C -6.91 -1.03 5.09
N -5.60 -0.55 5.60
O -5.37 0.64 5.55
O -4.85 -1.39 6.05
H -7.47 -0.17 4.73
H -6.71 -1.73 4.28
H -7.43 -1.51 5.91
C -11.90 2.65 -1.21
N -10.95 2.30 -0.12
O -10.41 3.21 0.48
O -10.78 1.12 0.11
H -11.95 3.73 -1.29
H -11.52 2.22 -2.13
H -12.87 2.24 -0.94
C 13.23 -5.31 -3.42
N 12.59 -4.82 -4.67
O 13.31 -4.56 -5.61
O 11.38 -4.72 -4.67
H 14.30 -5.35 -3.57
H 12.97 -4.61 -2.63
H 12.82 -6.30 -3.22
C 8.82 -4.05 -10.11
N 8.19 -5.31 -9.63
O 8.90 -6.30 -9.57
O 7.01 -5.27 -9.35
H 9.86 -4.24 -10.32
H 8.29 -3.73 -11.00
H 8.71 -3.31 -9.31
C -7.64 2.14 2.16
N -6.80 1.01 1.68
O -6.99 0.61 0.55
O -6.00 0.55 2.46
H -8.31 2.44 1.37
H -8.19 1.80 3.03
H -6.96 2.95 2.43
C -0.33 0.44 -8.77
N -1.71 0.99 -8.92
O -1.88 1.87 -9.74
O -2.57 0.51 -8.22
H 0.32 0.96 -9.46
H -0.03 0.61 -7.74
H -0.38 -0.62 -9.00
C -13.60 0.32 2.32
N -14.21 0.02 1.00
O -14.86 -1.00 0.89
O -14.02 0.82 0.11
H -13.85 -0.47 3.01
H -12.53 0.39 2.17
H -14.00 1.27 2.65
C 9.60 4.68 6.74
N 9.12 3.32 7.09
O 9.90 2.40 7.02
O 7.95 3.21 7.42
H 10.65 4.61 6.47
H 9.00 5.04 5.91
H 9.47 5.31 7.62
C -15.64 -3.39 3.47
N -14.71 -3.19 4.62
O -14.20 -2.09 4.74
O -14.52 -4.13 5.35
H -15.71 -2.47 2.91
H -15.23 -4.19 2.86
H -16.60 -3.67 3.88
*
```

---

| no. | HOMO-LUMO gap (eV) |
| --- | --- |
| 1 | 7.92 |
| 2 | 9.93 |
| 3 | 7.72 |